# 1
{"formula": "C8H16OSi", "method": "wB97M-V/def2-TZVPD", "symbols": ["C", "C", "C", "C", "C", "C", "C", "C", "O", "Si", "H", "H", "H", "H", "H", "H", "H", "H", "H", "H", "H", "H", "H", "H", "H", "H"], "positions_angstrom": [[-2.7121, -1.2123, 0.7317], [-2.4683, 0.0797, 0.9011], [-0.7309, 1.3149, -1.8755], [2.7939, 0.3502, -0.0677], [0.6200, -0.5705, 1.8284], [0.8971, -1.8026, -1.0459], [-2.1057, 1.3267, 0.9758], [0.1106, 1.4207, -0.5847], [0.4512, 2.4681, -0.1040], [0.9764, -0.1762, 0.0637], [-3.8291, -1.5509, 0.6518], [-1.7858, 1.1277, -1.6904], [-0.6914, 2.1211, -2.5028], [-0.3040, 0.4139, -2.4848], [3.0370, 1.3742, -0.0727], [3.5593, -0.0680, 0.6484], [3.0228, 0.0311, -1.1028], [0.2490, 0.2866, 2.3802], [0.0053, -1.5436, 2.1125], [1.6297, -0.7087, 2.2842], [1.4705, -2.4215, -0.3488], [-0.0586, -2.2953, -1.3784], [1.6599, -1.6993, -1.9343], [-2.0569, 1.9778, 0.0997], [-1.8121, 1.7065, 1.8772], [-1.9277, -1.9502, 0.6383]], "forces_ev_per_a": [[-2.4, 1.0, 0.0], [0.1, -1.6, -0.7], [0.9, -3.5, 0.5], [0.6, -1.6, -0.2], [-0.1, -2.0, 1.7], [1.2, 1.0, -0.9], [-1.0, -0.8, -2.0], [-0.1, -1.0, -1.5], [0.0, 0.8, 0.3], [0.6, -0.7, -0.7], [2.3, 0.5, 0.4], [0.0, -0.4, 0.2], [0.4, 2.5, -1.3], [-0.9, 1.4, 1.1], [-0.3, 1.6, 0.1], [-1.0, -0.2, -0.8], [0.4, -0.1, 0.4], [-0.4, 0.1, 0.0], [1.1, 2.2, -0.8], [-0.6, -0.2, -0.3], [-0.3, -0.6, 0.0], [1.0, 0.6, 0.5], [-1.7, -0.1, 1.4], [-0.2, -0.3, 0.5], [0.5, 1.2, 2.3], [0.0, 0.0, -0.1]], "total_energy_ha": -679.04298, "smiles": "CC(=O)[Si](C)(C)C.C=C=C", "homo_energy_ha": -0.3232, "e_above_lowest_kcal_mol": 68.0}

# 2
{"formula": "C8H16Si", "method": "wB97M-V/def2-TZVPD", "symbols": ["C", "C", "C", "C", "C", "C", "C", "C", "Si", "H", "H", "H", "H", "H", "H", "H", "H", "H", "H", "H", "H", "H", "H", "H", "H"], "positions_angstrom": [[0.7365, 0.2875, -2.9770], [-3.6524, 1.1771, -0.0739], [-0.1894, 0.5061, -2.0789], [-2.6084, 0.8691, 0.6067], [1.1310, 0.9511, 0.7270], [0.0763, -0.9339, 2.1039], [2.1168, -1.2983, 0.5516], [0.7827, -0.4699, 0.7328], [-0.2014, -0.8650, -0.8186], [1.1039, 0.9304, -3.7272], [1.2885, -0.5930, -3.0302], [-4.3981, 1.8882, 0.3938], [-3.6831, 0.5828, -0.9683], [-0.7109, 1.3994, -1.9681], [-2.2062, 1.4127, 1.5667], [1.7129, 1.2012, -0.1646], [0.1226, 1.4730, 0.5883], [1.5509, 1.2514, 1.6545], [0.6594, -0.4805, 2.8844], [0.1096, -2.0208, 2.2455], [-0.9566, -0.5605, 2.1070], [3.0001, -1.2233, 1.1671], [1.9104, -2.3239, 0.4598], [2.3668, -1.0240, -0.5020], [-0.0619, -2.1369, -1.4804]], "forces_ev_per_a": [[0.3, 0.7, -0.8], [-1.3, 0.4, 0.3], [0.6, -1.8, 1.0], [3.4, 0.7, 2.8], [-2.6, 1.7, -1.3], [0.2, 0.6, -1.9], [-0.9, 1.1, -2.2], [1.1, -3.5, 1.8], [-2.2, 1.8, 1.1], [-0.1, 1.3, -0.8], [0.7, -1.9, 0.2], [0.6, -0.8, -1.2], [-1.3, 0.3, -0.7], [-0.8, 1.4, 0.0], [-0.8, -1.3, -1.7], [0.3, 0.2, 0.4], [1.3, 0.1, 0.4], [0.7, 0.5, 0.7], [0.1, 0.2, 0.6], [-0.1, 0.2, -0.2], [0.3, -0.2, 0.3], [0.0, 0.7, 0.6], [-0.4, -1.6, 0.2], [0.8, -0.1, 0.6], [0.2, -0.7, -0.2]], "total_energy_ha": -603.66535, "homo_energy_ha": [-0.3074, -0.2486], "e_above_lowest_kcal_mol": 161.5}

# 3
{"formula": "C8H17BF6N3O6PS2", "method": "wB97M-V/def2-TZVPD", "symbols": ["C", "P", "C", "N", "O", "C", "C", "C", "C", "B", "N", "O", "H", "H", "H", "H", "H", "H", "H", "H", "H", "H", "H", "H", "H", "H", "H", "H", "H", "C", "F", "F", "F", "S", "O", "O", "N", "S", "O", "O", "C", "F", "F", "F"], "positions_angstrom": [[2.2376, -3.4223, -1.3960], [1.4688, -2.5332, -2.7901], [-0.2276, -3.1499, -2.8336], [1.4013, -0.7211, -2.3670], [1.1605, -0.1318, -3.6508], [2.7615, -0.2304, -1.8739], [2.4844, 0.8285, -0.8301], [1.2019, 0.2955, -0.2032], [0.3726, -0.0445, -1.4307], [-1.0350, -0.7734, -1.0907], [-2.1615, -0.5583, -1.9136], [-1.0982, -1.4992, 0.0856], [2.9466, -4.1095, -1.8541], [2.7717, -2.7886, -0.6954], [1.5018, -3.9875, -0.8251], [-0.7854, -2.6328, -3.6103], [-0.0934, -4.1975, -3.1163], [-0.7815, -3.1176, -1.9029], [1.5461, -0.7762, -4.2755], [3.2619, -1.0543, -1.3753], [3.3741, 0.0146, -2.7359], [3.2968, 0.8545, -0.1050], [2.3657, 1.8332, -1.2328], [0.6770, 0.9864, 0.4472], [1.4369, -0.6277, 0.3321], [0.1598, 0.8870, -1.9612], [-2.7839, -1.3242, -2.1242], [-2.0318, 0.0113, -2.7378], [-1.2675, -2.4442, 0.0530], [-1.7742, -0.2573, 3.5639], [-1.0754, -1.3678, 3.8518], [-2.2837, -0.3877, 2.3304], [-2.7807, -0.1610, 4.4258], [-0.6091, 1.1741, 3.6186], [0.3529, 0.8550, 2.5908], [-0.1209, 1.2265, 4.9639], [-1.6329, 2.2943, 3.2185], [-1.1186, 3.7904, 3.1011], [-0.2410, 4.0129, 1.9838], [-0.7841, 4.4040, 4.3502], [-2.7258, 4.5514, 2.6016], [-3.6616, 4.3825, 3.5356], [-3.1767, 4.0338, 1.4529], [-2.5293, 5.8624, 2.4246]], "forces_ev_per_a": [[-0.4, 0.0, 0.3], [0.7, -0.1, -0.6], [-0.1, 0.2, 0.1], [-0.3, 0.4, 0.1], [-0.2, -0.3, 0.1], [0.3, -0.2, 0.1], [0.1, 0.2, 0.3], [0.2, -0.1, -0.7], [-0.4, 0.3, 0.5], [0.0, -0.2, 0.3], [0.7, -0.4, -0.8], [0.7, -0.4, -0.7], [0.1, 0.0, 0.1], [0.1, 0.0, 0.0], [0.0, 0.0, 0.0], [0.0, -0.1, -0.1], [-0.1, 0.0, -0.1], [0.0, -0.1, 0.1], [0.1, 0.2, -0.1], [-0.1, -0.2, 0.0], [-0.2, 0.2, -0.1], [0.1, 0.1, -0.1], [-0.1, -0.1, -0.1], [0.1, 0.0, 0.2], [-0.2, 0.1, 0.3], [0.1, 0.0, -0.1], [-0.5, 0.3, 0.5], [0.0, 0.0, 0.0], [-0.4, 0.2, 0.3], [0.1, 0.1, -0.2], [-0.1, 0.0, -0.1], [0.0, -0.1, 0.2], [0.1, 0.0, 0.0], [-0.1, -0.1, 0.1], [0.1, -0.1, -0.1], [0.0, 0.0, 0.1], [0.3, 0.1, 0.0], [-0.1, 0.0, -0.1], [0.0, 0.0, -0.1], [0.0, 0.1, 0.0], [0.1, -0.1, 0.0], [0.0, 0.0, -0.1], [0.0, 0.1, 0.0], [-0.1, -0.1, 0.0]], "total_energy_ha": -2692.46694, "homo_energy_ha": -0.3072}

# 4
{"formula": "C8H17BN2", "method": "wB97M-V/def2-TZVPD", "symbols": ["B", "C", "C", "N", "N", "C", "C", "C", "C", "C", "C", "H", "H", "H", "H", "H", "H", "H", "H", "H", "H", "H", "H", "H", "H", "H", "H", "H"], "positions_angstrom": [[0.2431, -0.2312, -0.1550], [1.3192, -1.1912, -1.7410], [1.6563, 0.1499, -1.7696], [0.4111, -1.5382, -0.8127], [1.0650, 0.7957, -0.8080], [-0.3575, -2.7636, -0.8657], [1.2493, 2.3504, -0.8989], [0.2444, 0.9872, 1.9075], [-1.7155, 1.0757, 0.3144], [-1.2008, -1.0004, 1.7103], [-0.7052, 0.2431, 1.0127], [1.7551, -1.8988, -2.4150], [2.3622, 0.6043, -2.4663], [-1.2455, -2.5261, -1.4149], [-0.5450, -3.0882, 0.2264], [0.0986, -3.6219, -1.4492], [2.3367, 2.5019, -0.8373], [0.9030, 2.6808, -1.8603], [0.7639, 2.9705, -0.1556], [0.4532, 1.9436, 1.4470], [1.1061, 0.3262, 2.0795], [-0.2588, 1.1266, 2.8217], [-2.2892, 0.5472, -0.4540], [-2.5011, 1.6056, 0.9542], [-1.1887, 1.9429, -0.2259], [-1.5128, -0.7630, 2.7059], [-0.4488, -1.7661, 1.9856], [-1.9982, -1.4628, 1.1639]], "forces_ev_per_a": [[-1.0, 0.6, 0.5], [2.3, 1.0, -3.1], [2.0, -3.8, -3.2], [0.2, 2.4, 1.5], [-1.9, 3.0, 2.3], [0.4, -1.0, 1.5], [0.5, -2.3, 0.5], [-0.1, -0.3, -0.3], [-1.5, 2.9, -0.2], [0.2, -0.2, 0.9], [1.5, -2.0, -1.2], [0.0, -0.4, -0.2], [-0.2, -0.2, 0.3], [-1.0, -0.2, 0.1], [-0.1, 0.2, -2.1], [0.1, 1.2, 0.8], [-0.4, 0.1, 0.0], [-0.2, -0.1, -0.5], [-0.1, -0.5, 0.3], [0.6, 0.0, 0.4], [0.1, 0.7, 0.1], [-0.4, 0.6, 1.6], [0.2, -0.1, 0.1], [0.9, -0.8, -0.4], [-0.8, -1.3, 0.7], [-1.0, 0.4, 0.7], [0.1, 0.4, -0.9], [-0.5, -0.4, -0.2]], "total_energy_ha": -449.37458, "homo_energy_ha": -0.2529, "e_above_lowest_kcal_mol": 0.0}

# 5
{"formula": "C8H17CaP2", "method": "wB97M-V/def2-TZVPD", "symbols": ["C", "C", "C", "C", "C", "Ca", "P", "H", "H", "H", "H", "H", "H", "H", "H", "C", "P", "C", "C", "H", "H", "H", "H", "H", "H", "H", "H", "H"], "positions_angstrom": [[2.0318, -0.4586, -1.6068], [3.1266, 0.4271, -1.4068], [2.8023, 1.7253, -1.8488], [1.4869, 1.6468, -2.3598], [1.0226, 0.3050, -2.1932], [1.2197, 1.0470, 0.0752], [1.8000, -1.0455, 1.9972], [1.9513, -1.4422, -1.2000], [4.0458, 0.1303, -0.8846], [3.3789, 2.6199, -1.7357], [-0.0693, 0.0844, -2.2547], [0.8898, 2.4067, -2.8373], [1.3585, -0.7371, 3.3296], [3.1251, -1.4408, 2.3675], [1.2857, -2.3800, 1.9314], [-2.8165, 1.3734, 0.5716], [-1.4928, 0.1169, 0.5087], [-1.7514, -0.8352, 2.0558], [-2.1260, -1.1724, -0.6648], [-2.5583, 2.0890, 1.3775], [-3.8216, 0.9605, 0.7459], [-2.8079, 1.9536, -0.3675], [-2.8210, -1.1161, 2.1677], [-1.1113, -1.7321, 2.0365], [-1.4204, -0.2190, 2.8995], [-3.2149, -1.3294, -0.5110], [-1.9380, -0.8626, -1.7094], [-1.5755, -2.1146, -0.4835]], "forces_ev_per_a": [[0.8, 0.6, -0.5], [1.1, -0.7, 0.4], [-0.7, -0.8, -0.5], [0.0, -0.8, -0.3], [-1.5, 0.7, -1.0], [-0.4, 1.8, 2.4], [0.2, 0.5, 0.5], [0.0, -0.6, -0.1], [-0.4, 0.3, -0.3], [0.3, 0.2, -0.1], [1.2, -0.2, -0.4], [0.1, 0.2, 0.2], [0.1, -0.2, -0.6], [-0.6, 0.1, -0.1], [0.0, -0.6, 0.2], [-0.2, 0.4, 0.0], [0.5, -0.7, 0.1], [-0.4, 0.1, 0.2], [-0.4, 0.2, -0.2], [-0.1, -0.4, -0.4], [0.1, 0.0, 0.0], [0.0, -0.2, 0.3], [0.7, 0.1, 0.1], [-0.3, 0.1, -0.1], [-0.2, -0.1, 0.0], [0.6, -0.1, -0.2], [-0.2, -0.2, 0.4], [-0.3, 0.4, 0.0]], "total_energy_ha": -1675.23869, "homo_energy_ha": [0.0088, 0.0087], "charge": -1, "e_above_lowest_kcal_mol": 0.0}

# 6
{"formula": "C8H17CdO3P2", "method": "wB97M-V/def2-TZVPD", "symbols": ["C", "C", "C", "C", "C", "Cd", "P", "H", "H", "H", "H", "H", "H", "H", "H", "C", "O", "P", "O", "C", "O", "C", "H", "H", "H", "H", "H", "H", "H", "H", "H"], "positions_angstrom": [[0.6395, 0.1946, -3.4583], [-0.6102, -0.4673, -3.3272], [-0.4126, -1.6557, -2.5413], [0.9651, -1.7361, -2.1848], [1.6245, -0.5869, -2.7454], [0.2000, 0.2402, -1.0606], [-0.3705, 2.5222, -0.7042], [0.8286, 1.1485, -3.9591], [-1.5573, -0.1603, -3.7740], [-1.1747, -2.4066, -2.3248], [2.7007, -0.3956, -2.7244], [1.4454, -2.5226, -1.5953], [-1.3506, 2.6595, 0.3066], [-0.8866, 3.1757, -1.8471], [0.7586, 3.2667, -0.2806], [-1.3673, 1.2277, 3.3562], [-0.6998, 0.0000, 2.9876], [-0.3777, 0.0111, 1.4302], [1.1646, -0.6038, 1.4949], [2.1110, 0.5364, 1.9107], [-1.5647, -0.9666, 0.8236], [-1.1979, -2.3675, 0.9635], [-2.2629, 1.3732, 2.7451], [-0.6600, 2.0442, 3.1942], [-1.6034, 1.0997, 4.4022], [2.1319, 1.2697, 1.0907], [1.7720, 1.0328, 2.8333], [3.0999, 0.1019, 2.0504], [-0.3360, -2.5251, 0.3054], [-0.9453, -2.5766, 2.0121], [-2.0644, -2.9336, 0.6203]], "forces_ev_per_a": [[0.5, -0.8, -0.2], [0.2, -0.5, -0.1], [0.6, -0.4, -1.0], [0.0, -0.5, -1.6], [-0.1, -0.5, -0.9], [0.4, -1.0, 0.9], [-0.8, 1.6, 0.1], [-0.1, -0.5, 0.1], [0.3, 0.0, 0.2], [0.3, 0.4, 0.1], [-0.5, 0.0, 0.1], [-0.3, 0.5, -0.2], [0.2, 0.5, -0.4], [0.0, 0.7, 0.3], [-0.3, 0.7, 0.1], [0.6, -0.9, -0.3], [-0.8, -0.6, 3.1], [0.6, 3.7, -3.6], [1.6, 0.7, 2.1], [-1.3, -1.3, -0.4], [0.3, -1.8, 1.5], [-0.5, 0.9, -0.3], [0.0, 0.1, 0.2], [-0.3, 0.2, 0.1], [-0.2, 0.2, 0.4], [0.0, -0.2, 0.0], [0.0, -0.4, -0.3], [-0.1, -0.1, -0.1], [0.0, -0.3, 0.1], [-0.1, -0.2, -0.3], [0.1, -0.2, 0.1]], "total_energy_ha": -1390.98125, "homo_energy_ha": [0.0064, 0.0065], "charge": -1, "e_above_lowest_kcal_mol": 44.9}

- What is the formula in the fifth record?
  C8H17CaP2

Copy entry 5 word for word.
{"formula": "C8H17CaP2", "method": "wB97M-V/def2-TZVPD", "symbols": ["C", "C", "C", "C", "C", "Ca", "P", "H", "H", "H", "H", "H", "H", "H", "H", "C", "P", "C", "C", "H", "H", "H", "H", "H", "H", "H", "H", "H"], "positions_angstrom": [[2.0318, -0.4586, -1.6068], [3.1266, 0.4271, -1.4068], [2.8023, 1.7253, -1.8488], [1.4869, 1.6468, -2.3598], [1.0226, 0.3050, -2.1932], [1.2197, 1.0470, 0.0752], [1.8000, -1.0455, 1.9972], [1.9513, -1.4422, -1.2000], [4.0458, 0.1303, -0.8846], [3.3789, 2.6199, -1.7357], [-0.0693, 0.0844, -2.2547], [0.8898, 2.4067, -2.8373], [1.3585, -0.7371, 3.3296], [3.1251, -1.4408, 2.3675], [1.2857, -2.3800, 1.9314], [-2.8165, 1.3734, 0.5716], [-1.4928, 0.1169, 0.5087], [-1.7514, -0.8352, 2.0558], [-2.1260, -1.1724, -0.6648], [-2.5583, 2.0890, 1.3775], [-3.8216, 0.9605, 0.7459], [-2.8079, 1.9536, -0.3675], [-2.8210, -1.1161, 2.1677], [-1.1113, -1.7321, 2.0365], [-1.4204, -0.2190, 2.8995], [-3.2149, -1.3294, -0.5110], [-1.9380, -0.8626, -1.7094], [-1.5755, -2.1146, -0.4835]], "forces_ev_per_a": [[0.8, 0.6, -0.5], [1.1, -0.7, 0.4], [-0.7, -0.8, -0.5], [0.0, -0.8, -0.3], [-1.5, 0.7, -1.0], [-0.4, 1.8, 2.4], [0.2, 0.5, 0.5], [0.0, -0.6, -0.1], [-0.4, 0.3, -0.3], [0.3, 0.2, -0.1], [1.2, -0.2, -0.4], [0.1, 0.2, 0.2], [0.1, -0.2, -0.6], [-0.6, 0.1, -0.1], [0.0, -0.6, 0.2], [-0.2, 0.4, 0.0], [0.5, -0.7, 0.1], [-0.4, 0.1, 0.2], [-0.4, 0.2, -0.2], [-0.1, -0.4, -0.4], [0.1, 0.0, 0.0], [0.0, -0.2, 0.3], [0.7, 0.1, 0.1], [-0.3, 0.1, -0.1], [-0.2, -0.1, 0.0], [0.6, -0.1, -0.2], [-0.2, -0.2, 0.4], [-0.3, 0.4, 0.0]], "total_energy_ha": -1675.23869, "homo_energy_ha": [0.0088, 0.0087], "charge": -1, "e_above_lowest_kcal_mol": 0.0}

- What is the formula in the third record?
  C8H17BF6N3O6PS2